A cluster of 5 separate species, C38H61NO17S5 in total. Source: the OMol25 dataset; level of theory: ωB97M-V/def2-TZVPD.

Results
SMILES: CC(=O)OCCCCCc1c(CC(=O)c2ccccc2)cc(CCCS)c2c1C(=O)NC2=O.CCOS(C)(=O)=O.CCOS(C)(=O)=O.CCOS(C)(=O)=O.CCOS(C)(=O)=O
Gap between HOMO and LUMO in eV: 8.4
Lowest unoccupied orbital energy in eV: -0.71

Last column: Löwdin charge in e.
Positions of all 122 atoms, in Å:
S (-4.454, 1.030, -4.500)  0.562
S (-5.510, -1.435, -0.058)  0.754
S (-7.661, -4.906, -0.787)  0.559
S (-4.408, -1.220, 5.719)  0.565
S (11.549, -0.016, 2.679)  0.570
O (-3.596, 1.978, -3.849)  -0.290
O (-5.082, 1.719, -5.782)  -0.260
O (-3.928, -0.252, -4.849)  -0.266
O (11.921, -1.560, 2.775)  -0.266
O (-5.283, -0.509, 6.602)  -0.278
O (7.036, 0.249, -0.309)  -0.026
O (-1.415, -0.330, 2.328)  0.101
O (-9.229, -4.987, -0.536)  -0.263
O (2.127, -1.156, -0.408)  0.125
O (12.751, 0.727, 2.455)  -0.273
O (-3.280, -1.927, 6.587)  -0.264
O (-4.961, -2.165, 4.797)  -0.280
O (10.701, 0.331, 3.780)  -0.282
O (1.254, 4.409, -4.355)  0.110
O (-7.177, -6.193, -1.181)  -0.272
O (8.252, 1.964, 0.414)  0.112
O (-7.394, -3.765, -1.613)  -0.306
N (0.417, -1.086, 1.135)  0.186
C (7.438, 1.117, 0.661)  -0.547
C (-0.776, 0.687, 0.224)  -0.040
C (3.990, -0.129, -2.501)  -0.205
C (0.546, 1.232, -1.755)  -0.063
C (-3.001, 1.825, 0.740)  -0.125
C (1.738, 1.051, -2.664)  -0.096
C (5.617, 0.301, -0.614)  -0.182
C (-1.751, 1.625, -0.064)  -0.135
C (-10.091, -4.935, -1.695)  -0.251
C (1.121, -0.630, -0.018)  -0.345
C (6.862, 0.910, 2.033)  0.030
C (5.456, -0.046, -2.075)  -0.165
C (0.333, 0.494, -0.598)  -0.015
C (-0.371, 3.031, -3.314)  -0.057
C (2.876, 5.530, -0.614)  -0.068
C (10.587, -0.092, 1.215)  -0.118
C (-4.175, 2.368, -6.706)  -0.244
C (2.458, 4.925, -1.783)  -0.021
C (-3.712, -2.730, 7.709)  -0.250
C (0.585, 5.852, 0.037)  -0.071
C (-1.537, 2.376, -1.215)  0.026
C (1.937, 5.996, 0.297)  -0.079
C (-4.214, -4.095, 7.288)  -0.072
C (-3.464, 1.382, -7.608)  -0.069
C (-0.692, -0.246, 1.365)  -0.370
C (-3.367, -0.103, 4.854)  -0.125
C (3.128, 1.029, -2.005)  -0.196
C (-4.148, 0.971, 0.166)  -0.252
C (0.165, 5.224, -1.121)  -0.026
C (-0.444, 2.191, -2.061)  -0.130
C (-5.940, 0.832, -3.584)  -0.110
C (0.704, 4.111, -3.321)  -0.353
C (-7.178, -4.578, 0.869)  -0.137
C (-4.022, -0.519, 0.437)  -0.548
C (12.537, -1.969, 5.124)  -0.073
C (-10.162, -6.260, -2.426)  -0.072
C (12.987, -1.929, 3.678)  -0.252
C (1.100, 4.766, -2.040)  -0.154
H (3.929, 5.655, -0.405)  0.106
H (7.604, 0.389, 2.637)  0.091
H (-2.290, 3.111, -1.477)  0.125
H (-4.810, 3.036, -7.283)  0.122
H (-2.606, -0.666, 4.323)  0.050
H (-4.465, -2.178, 8.273)  0.113
H (11.645, -2.586, 5.230)  0.083
H (13.297, -2.916, 3.342)  0.120
H (3.552, -1.086, -2.226)  0.100
H (-2.766, 0.760, -7.049)  0.073
H (-2.907, 1.925, -8.372)  0.083
H (-1.345, 3.483, -3.504)  0.122
H (-4.390, -4.707, 8.173)  0.081
H (3.665, 1.945, -2.265)  0.112
H (-3.180, -0.951, -0.097)  0.079
H (3.964, -0.081, -3.594)  0.117
H (13.827, -1.249, 3.535)  0.113
H (-5.113, 1.347, 0.504)  0.105
H (3.039, 1.014, -0.920)  0.098
H (9.774, -0.795, 1.376)  0.077
H (-5.253, -1.746, -1.331)  -0.139
H (12.300, -0.972, 5.494)  0.072
H (-4.182, 0.723, -8.095)  0.086
H (-10.928, -6.209, -3.200)  0.080
H (-7.545, -5.383, 1.500)  0.076
H (-6.348, 1.814, -3.360)  0.080
H (-3.480, -4.593, 6.654)  0.084
H (-3.922, -0.722, 1.502)  0.058
H (6.651, 1.880, 2.473)  0.095
H (1.005, -1.198, 1.954)  0.161
H (-3.999, 0.432, 4.148)  0.074
H (6.027, 0.641, -2.698)  0.123
H (-6.091, -4.547, 0.879)  0.069
H (1.746, 1.894, -3.346)  0.095
H (-7.585, -3.618, 1.172)  0.065
H (5.912, -1.029, -2.211)  0.121
H (-2.826, -2.818, 8.335)  0.121
H (3.177, 4.581, -2.513)  0.118
H (13.332, -2.387, 5.742)  0.080
H (-11.065, -4.660, -1.296)  0.121
H (-9.760, -4.129, -2.350)  0.111
H (-2.829, 1.561, 1.780)  0.105
H (2.271, 6.486, 1.200)  0.104
H (5.954, 0.314, 2.017)  0.076
H (1.602, 0.173, -3.301)  0.138
H (-0.154, 2.402, -4.175)  0.132
H (-5.683, 0.307, -2.665)  0.038
H (-5.144, -4.021, 6.728)  0.072
H (-0.892, 5.105, -1.315)  0.112
H (-6.634, 0.241, -4.174)  0.082
H (-10.410, -7.064, -1.735)  0.084
H (-9.211, -6.505, -2.897)  0.073
H (-3.322, 2.861, 0.646)  0.118
H (10.201, 0.909, 1.038)  0.059
H (-4.130, 1.116, -0.919)  0.094
H (-3.471, 2.981, -6.142)  0.110
H (5.253, 1.304, -0.398)  0.128
H (-0.139, 6.230, 0.745)  0.105
H (-2.922, 0.586, 5.567)  0.079
H (5.104, -0.444, -0.004)  0.129
H (11.218, -0.407, 0.389)  0.082